An isolated molecule of C4H7N3O. Source: OMol25; level of theory: wB97M-V/def2-TZVPD.

Each line ends with the Mulliken charge.
Cartesian coordinates (Å):
H (-1.452, 2.235, -0.452)  0.3179
N (-1.637, 1.250, -0.993)  -0.7232
C (-0.820, 0.392, -0.606)  0.5105
C (-0.440, -0.778, -1.282)  -0.9197
N (0.069, 0.658, 0.492)  0.1178
O (-0.286, 1.880, 1.101)  -0.4388
C (0.620, -0.541, 1.085)  -0.7168
C (1.776, -0.864, 0.378)  0.4602
N (2.916, -0.850, -0.186)  -0.4883
H (0.562, -0.426, -2.088)  0.2218
H (-0.090, -1.686, -0.583)  0.2389
H (-1.345, -0.733, -1.945)  0.4286
H (-0.825, 1.387, 1.571)  0.3294
H (1.151, -0.498, 2.254)  0.2817
H (-0.200, -1.426, 1.253)  0.3801

## Properties
multiplicity = 1
relative energy (zero: lowest compared OMol25 entry of this formula, charge and spin) = 181.1 kcal/mol
LUMO energy = 0.288 eV
electronic energy = -395.85977 Ha
structure (SMILES) = [H]/N=C(/C)N(O)CC#N